Density functional theory data (wB97M-V/def2-TZVPD) for C23H24N2O8 in the gas phase.

Last column: Mulliken charge in e.
Positions of all 57 atoms, in Å:
H -0.11477 3.01620 -0.70620  0.7076
H 0.22754 -0.52849 -1.37235  0.4054
C -0.25314 1.73349 0.99196  -0.3746
H -1.38805 4.81278 -1.55016  0.3696
H -0.60612 0.72984 -2.31041  0.0993
H -0.41144 -2.80743 -1.53471  0.4283
H -3.78483 0.07705 -0.61659  0.2918
O 1.89358 2.06705 0.08356  -0.2885
H -5.31583 1.42190 2.14878  0.3460
H 3.73252 2.30345 -0.72623  0.4444
C -3.37481 -1.85679 -0.18164  -0.0644
O -5.38615 -1.12284 1.81870  -0.6477
C 6.85192 -0.78070 0.54786  -0.6188
C -2.97257 -4.19393 0.17133  -0.7231
N -4.11878 -0.67725 -0.02853  -0.0725
O -2.78891 3.33201 -1.15727  -0.4582
H -0.66492 0.50624 2.68563  0.5155
H 7.47797 -0.80587 -0.34721  0.2628
O -1.85259 -0.49979 -1.34967  -0.2547
O 2.47238 -0.44038 -0.63172  -0.6726
C -2.15335 -1.74772 -0.87419  1.1731
C -4.92309 -0.35170 1.00758  0.4244
H -6.21017 1.33438 0.61968  0.3659
H -1.14102 -4.95645 -0.62752  0.3828
H -0.57032 -0.94244 -2.91976  0.4853
C -3.01154 1.92042 0.70206  0.2163
H 6.57231 -2.94559 0.34589  0.3457
H 3.88767 -2.27325 0.30848  0.3661
C -2.46701 1.19408 1.75034  -0.0618
C 1.19467 1.49794 1.09426  0.4967
C -1.35952 -2.87223 -1.02580  -0.5955
H -3.10643 0.66934 2.44233  0.3991
H -2.70616 4.56753 -2.72313  0.2504
C 4.77752 -1.78273 -0.08732  -0.5755
O -4.33833 1.98983 0.39885  -0.5034
H 3.73512 1.95408 1.02340  0.4362
C -2.15833 2.62302 -0.18295  0.7563
C -2.00128 4.06496 -2.06286  -0.8983
H 7.49021 -0.54275 1.39643  0.3607
C -0.79077 2.51987 -0.03073  -0.2053
O 1.73324 0.85215 1.96171  -0.6721
C 3.26163 1.71726 0.06502  -0.6324
H 5.79952 -2.22160 1.76257  0.2974
H -4.70629 -3.13673 0.87370  0.4705
C 6.04696 -2.06681 0.71225  -0.6435
N 4.62168 -0.33689 0.02014  0.1380
C -1.09510 1.09819 1.89371  -1.0918
O 5.96615 1.48536 0.41992  -0.6222
C -1.77237 -4.08955 -0.50308  -0.6948
H -3.28911 -5.14243 0.57644  0.3830
H 4.88784 -2.05915 -1.14130  0.2736
C 5.80619 0.29535 0.34823  0.4934
H -1.35379 3.41099 -2.65647  0.3103
C 3.39001 0.22932 -0.22350  0.4766
C -0.62590 -0.31939 -2.02169  -0.8891
C -3.77603 -3.07626 0.33447  -0.4357
C -5.23782 1.15312 1.08771  -0.4759

Calculated values
electronic energy: -1602.3289 Ha
HOMO level: -8.066 eV
SMILES: COc1ccccc1NC(=O)COc1ccc(C(=O)OCC(=O)N2CCCC2=O)cc1OC

Density functional theory data (wB97M-V/def2-TZVPD) for 12 unconnected molecules or ions with the total composition C36H96O9S9 in a non-equilibrium geometry.

Last column: Mulliken charge in e.
Positions of all 150 atoms, in Å:
H -1.68047 0.13063 -1.68348  -0.3142
C -4.48044 -0.53117 -3.57452  -0.0965
C -3.55515 -0.59198 3.41741  -0.6671
C 1.33140 -0.12669 1.48174  1.2046
H -0.75458 1.34168 4.87595  0.0214
H -4.05155 2.11975 3.86594  0.7024
H -0.04271 -5.33156 1.29819  0.3681
H 5.09551 -1.73105 -5.39251  0.3831
C -0.44627 -1.30623 -0.62611  1.6184
C 4.63808 -2.64722 -5.01903  -0.7671
C -1.39675 -6.91983 -3.32108  -0.7782
H -2.30177 8.28723 6.23338  0.3646
H 5.50780 0.30420 2.43694  0.6601
O -1.67940 -3.67396 -4.00467  -0.6128
H -3.67694 2.97680 2.41748  0.2033
H 3.53323 4.71588 -1.07055  0.2912
H 5.31291 -4.55215 2.11355  0.4680
C 2.00278 -0.67208 0.22820  0.9647
O -6.41790 -2.21297 -2.98645  -0.6952
H -1.02713 -2.14066 -1.01909  -0.2231
H -3.19673 7.89343 4.79636  0.3001
H -2.49003 -0.59292 3.64898  -0.1064
H -5.06557 3.86755 -3.78581  0.4258
C -1.29417 5.54866 4.23049  -0.4568
H 5.47370 1.68095 1.42792  0.4889
H -5.62762 2.27389 -1.33930  0.1712
H -2.38751 3.29874 5.02239  0.0706
H 0.35459 0.28728 1.23159  -0.6888
C -5.15932 2.88523 -3.32282  -1.2239
C 8.30751 0.88605 2.03278  -0.9720
H -0.65005 3.52793 1.62544  0.1010
S -1.67005 -4.39401 2.83989  0.2922
H -0.17880 0.00101 -2.47054  -0.0997
H -0.46194 2.94191 -0.09359  -0.2330
C 0.23892 -5.10079 -1.84855  0.3140
H 0.53128 -4.78032 -2.84850  0.4590
C -1.58736 -1.97907 -6.31224  -1.2854
H -3.85631 -1.25942 -4.09242  -0.0202
C 0.39858 -1.93166 -4.44839  -0.3658
H -0.60983 6.27743 3.79612  0.5439
H -3.77515 0.13867 -3.08261  -0.2573
H 1.06634 -0.81474 2.28451  -0.3459
H -2.28368 -6.31306 -3.13863  0.1881
H 0.30828 4.54972 5.30852  0.4460
C 5.59637 0.59849 1.39116  -0.5410
H 3.24713 -6.24640 -0.78424  0.2627
H -2.63396 -2.14559 -6.56718  0.4037
C 2.05292 1.06825 2.09848  -1.3613
S 4.11048 2.70848 -2.37208  0.3219
S 7.24460 0.19598 0.66912  0.4712
H -0.17448 3.76211 3.82237  -0.2030
H -1.39518 -2.17157 2.34265  -0.5996
H -5.14221 -0.07651 -4.31172  0.4404
H 4.61878 -2.83798 1.95820  0.2508
C -1.14828 3.22309 0.70515  0.4956
C -0.55564 4.28894 4.69717  -0.0620
C -4.56142 4.09766 -1.18387  -0.7748
H 4.81582 0.17303 0.76044  -0.5298
H -2.37556 2.02284 3.08300  -0.1572
O 2.27509 -4.69447 1.60477  -0.6711
H -3.94845 -1.59500 3.25197  0.3312
H -2.85339 4.54441 0.83299  0.1100
C 4.10571 -5.71552 -0.37303  -1.1227
C -4.19830 -2.43519 -1.42567  -0.3271
H -4.27248 4.97513 -1.76237  0.3695
C -3.27844 3.27690 -0.80453  0.1603
C -3.45750 2.05395 2.95441  -0.6988
H 0.99756 -4.95297 -1.07997  -0.3722
C -5.58036 3.21747 -1.88293  -0.3708
S -5.46567 -1.31542 -2.18498  0.5028
H -0.91454 -3.94561 0.51544  -0.5533
H 2.14153 1.98930 1.52237  0.2515
H -1.34386 1.38241 6.46590  0.4040
H 0.18802 2.05847 6.26496  0.4192
H 2.23839 1.24549 -2.68779  -0.3303
H -1.38165 -1.00075 -6.74660  0.3854
H -0.98028 -6.40478 -4.18674  0.2771
H 5.67635 -3.44878 0.75863  0.3498
H 1.50881 -1.99608 -1.46424  -0.3594
H -6.53303 3.74678 -1.90168  0.4058
S 3.39735 -4.28470 0.59002  0.8330
C -1.92063 6.32260 5.50713  -0.4729
H -0.39147 0.87897 -0.95197  -0.6833
H -0.80260 -1.06629 0.37566  -0.6174
C -1.40236 3.36691 5.48383  -0.1129
C -2.22642 7.76938 5.27721  -1.3007
H -6.00741 2.40766 -3.81350  0.3210
H -2.10365 5.39496 3.51690  -0.0377
H 2.28005 0.20415 -0.35785  -0.5105
O 4.01078 -3.74271 -2.72766  -0.4806
S -3.88400 0.55005 2.03322  0.2545
H 1.72012 2.75017 -3.40510  0.5938
H -2.83573 5.84769 5.86091  0.2874
S -0.21365 -6.88894 -1.98260  0.3882
H -5.06486 4.35823 -0.25287  0.3113
H -4.74549 -3.09248 -0.74991  0.4891
H 5.06687 -3.49265 -5.55707  0.3757
H 1.03394 -2.58028 0.10126  -0.7875
C -0.77352 1.98288 5.75720  -1.2846
S -1.43738 -2.25164 -4.49446  0.8246
H -3.68136 -3.00874 -2.19503  0.0714
H -4.20794 2.35966 -3.40487  0.2280
H -1.17310 6.26192 6.29809  0.3394
H 5.04526 4.89887 -1.96550  0.3485
H 1.10353 -2.69509 -4.77751  0.5393
O -0.94856 -7.20038 -0.66174  -0.6140
O -3.17184 -4.15322 2.75503  -0.6425
H 3.07807 0.75397 2.29443  0.1438
H -1.05822 -2.72366 -6.90696  0.4001
H 9.35649 0.61247 1.91920  0.3560
H -2.81951 2.80302 -1.67224  0.3439
H 4.74249 -5.57921 -1.24711  0.3202
H -1.84656 -5.34152 0.74232  0.4969
C -0.89123 -2.77355 3.09879  -0.2180
H -3.52779 -1.87676 -0.77246  -0.1432
H 7.95455 0.41376 2.94954  0.2872
H -1.39612 8.17650 4.70018  0.3360
O -2.80137 0.29426 0.94135  -0.4061
H -0.68558 -4.60961 -1.54500  -0.3257
C -0.99341 -4.81424 1.16918  -0.1031
C 4.91497 -3.76687 1.47083  -1.1167
C 2.25155 2.32701 -2.55267  -0.0545
H -4.12816 -0.19679 4.25621  0.5286
H -1.60661 2.26956 0.96747  -0.3532
C 1.04691 -1.68890 -0.52595  1.2097
H 0.73587 -1.79994 -3.42029  -0.7063
H -1.60644 3.71256 6.49723  0.4773
H -1.88186 4.93328 -0.55492  0.4943
H 3.79550 -0.95077 -1.79430  -0.3134
C -0.62503 -0.04713 -1.47723  0.1106
H 0.19494 -2.81732 3.01868  0.3342
H 4.46727 -6.38043 0.41136  0.4521
H 0.55342 -0.91425 -4.80755  0.4803
O 4.76915 1.99868 -1.18148  -0.4504
H 1.72018 2.62148 -1.64767  -0.0747
C 4.04538 -1.17979 -2.83026  0.0481
S 4.96181 -2.66804 -3.19218  0.4629
O 7.23622 -1.34076 0.61108  -0.5972
H -1.14588 -2.40041 4.09077  0.6056
C -2.26480 4.09805 0.03148  -0.8841
H 3.55841 -2.62602 -5.16725  -0.0005
C 4.02483 4.52011 -2.02349  -1.0114
H -3.54129 2.37958 -0.24433  -0.1570
H 2.89813 -1.16971 0.60074  0.0471
H 3.45895 5.05980 -2.78284  0.3961
H 8.16727 1.96588 2.08174  0.3364
H 1.57873 1.25363 3.06226  0.4271
H 4.40980 -0.21218 -3.17525  0.5850
H 3.06192 -1.24901 -3.29516  -0.2240
H -1.74798 -7.94094 -3.46971  0.3803

Calculated values
electronic energy: -5689.6653 Ha
HOMO level: -8.025 eV

Density functional theory data (wB97M-V/def2-TZVPD) for a molecular structure, CH2FNaO.

Last column: Mulliken charge in e.
Positions of all 6 atoms, in Å:
H -2.32533 0.03364 -0.76489  0.1901
Na 0.85867 1.15210 -0.07597  0.9465
C -1.50231 -0.10251 -0.03798  -0.3550
F 2.93008 0.37289 0.27658  -0.3595
O 1.95052 -0.70825 -0.15965  -0.5966
H -1.91162 -0.74787 0.76190  0.1746

Calculated values
electronic energy: -376.4337 Ha
HOMO level (spin up / spin down): -7.987 / -7.997 eV

Density functional theory data (wB97M-V/def2-TZVPD) for a molecular structure, C12H24O25Rb3S4Y in a non-equilibrium geometry.

Last column: Mulliken charge in e.
Positions of all 69 atoms, in Å:
H -6.06007 2.17752 0.74438  0.3252
O -3.07877 -5.26840 1.29153  -0.3802
H 6.26742 -2.88805 0.80370  0.3225
H -1.28188 1.44441 2.28775  -0.1924
Rb 2.13563 -1.59927 -3.30198  0.9509
O 1.88376 0.00458 -1.17100  -0.9054
O -1.35827 5.70505 -4.29571  -0.7282
O 2.12300 2.34427 -3.26271  -0.5096
C 4.30207 -1.54884 1.80863  0.5967
H -1.51007 1.81757 0.52638  -0.1725
O -3.95059 1.68659 -4.75257  -0.6628
C -3.76943 2.42013 1.53211  0.7716
C -1.44050 2.21511 1.53117  1.0940
H 6.51664 -3.65905 2.39055  0.2762
H -0.76023 -0.98032 3.68483  0.3012
O -4.70563 3.30441 1.88992  -0.3736
O 1.52309 0.79853 -4.81159  -0.7879
H -3.39727 -7.13614 0.43527  0.2274
H 2.02812 0.12636 1.86130  0.2856
H 7.36224 -0.81265 1.63516  0.2630
O -2.46382 1.96720 -2.91838  -0.6556
H 8.41161 -2.19499 1.81149  0.3446
H -2.77154 -1.29368 2.21017  0.2837
C 6.38314 -2.70517 1.87022  -0.2511
H -1.32585 -1.97411 1.54508  -0.0419
O -1.67789 0.78774 -4.65411  -0.6240
O 3.16188 2.50748 -5.44193  -0.6472
H -2.26442 -6.18279 -0.38794  0.2870
H 7.63771 -1.54944 3.25812  0.2955
H 0.28048 3.06517 2.54039  0.3116
H 2.06352 -1.22588 0.69703  0.2729
Rb 4.39098 1.24891 -1.05048  0.8189
O 5.14309 -2.31371 2.50972  -0.4086
C -1.23575 -1.96117 3.63763  -1.5333
S -0.19976 4.82532 -4.18469  1.1903
S -2.98532 0.99678 -3.92993  0.9509
C -0.22607 3.13638 1.57026  -1.1700
O -2.56282 -3.43815 2.31261  -0.3680
H 1.09451 -1.24889 2.21981  -0.1307
O -0.14507 -0.19254 -2.37690  -0.9385
H -1.90120 -1.99779 4.50087  0.3628
H -6.63543 2.83810 2.31833  0.2412
H -0.46054 -2.72285 3.60857  0.3804
O 4.57170 -1.03798 0.74801  -0.4445
C -2.04958 -2.09583 2.35585  0.6478
S 0.43563 0.28640 -1.07065  1.4859
O -2.61752 2.96595 1.83993  -0.3534
C -2.47014 -4.10758 1.16369  0.8488
O 0.25875 1.73771 -1.28197  -0.9508
O -3.98163 1.33260 1.07579  -0.4879
O 1.08550 5.48419 -4.42088  -0.7190
S 2.68557 1.60629 -4.40611  1.1947
O -0.20937 4.11831 -2.86526  -0.6083
H -0.44636 4.19592 1.44071  0.3774
H -6.41802 3.90277 0.92087  0.2618
O -0.32542 3.59606 -5.03018  -0.6708
C -6.02908 3.02083 1.42788  -0.6720
Rb -2.91915 -0.82816 -0.77759  0.8867
H -4.04161 -5.72855 -0.44067  0.2880
O -0.27162 -0.21853 0.09023  -0.1985
C 2.02748 -0.96184 1.74661  -0.0686
O -1.90477 -3.71529 0.17477  -0.5584
O -3.45021 -0.24573 -3.31408  -0.7216
C -3.20889 -6.09810 0.15624  -0.6301
C 7.49298 -1.73626 2.19893  -1.0049
Y -0.18373 1.92307 -3.45846  1.4577
O 3.15459 -1.52375 2.42882  -0.3742
H 0.47578 2.87260 0.78134  0.1259
O 3.79840 0.73112 -3.97685  -0.7842

Calculated values
total charge: -2
electronic energy: -4056.5508 Ha
HOMO level: -1.074 eV